{"formula": "C31H29BBrF4IN2P2Pr", "method": "ωB97M-V/def2-TZVPD", "total_energy_ha": -5804.03760, "total_charge": 1, "spin_multiplicity": 3, "elements": ["H", "H", "Br", "H", "C", "H", "C", "H", "H", "H", "H", "H", "I", "C", "N", "C", "C", "C", "C", "P", "C", "C", "H", "C", "H", "H", "C", "C", "H", "N", "C", "C", "C", "H", "H", "H", "C", "C", "C", "H", "C", "F", "H", "B", "H", "C", "F", "C", "P", "H", "C", "H", "C", "H", "C", "H", "C", "H", "F", "H", "H", "C", "C", "C", "Pr", "H", "C", "C", "H", "H", "C", "F"], "xyz": [[-0.207, -2.684, 4.975], [2.446, 4.523, -2.903], [7.464, -2.793, 0.820], [4.609, -2.224, 0.488], [7.176, -0.129, -0.142], [-0.013, 1.033, -2.710], [5.041, 0.829, -0.577], [1.878, 5.061, -0.552], [-4.153, 4.914, -0.929], [-4.870, 2.842, 2.754], [0.373, 3.589, 0.722], [0.976, -3.118, 0.891], [2.475, -2.880, -1.709], [-3.880, 4.147, -0.214], [-1.679, -0.049, -0.731], [-2.463, 0.192, -1.959], [6.416, 0.951, -0.560], [-2.412, -2.754, -0.822], [0.333, -2.655, 1.634], [-1.033, 1.220, 0.166], [6.517, -1.282, 0.238], [-2.399, 2.373, 0.473], [1.329, -3.612, 3.279], [-0.346, -2.446, 3.928], [-2.197, -0.534, -2.731], [-5.299, -5.265, -1.321], [5.136, -1.328, 0.194], [1.463, 4.180, -1.023], [-3.532, 0.101, -1.766], [4.408, -0.289, -0.215], [1.261, 2.742, -2.944], [-3.164, 2.196, 1.627], [-4.488, -4.562, -1.181], [1.213, -0.909, -2.905], [-2.434, -0.718, 1.896], [6.883, 1.877, -0.866], [0.514, -2.964, 2.981], [2.002, -0.788, -2.162], [1.784, 3.874, -2.344], [-3.032, -5.810, -2.148], [-1.594, -1.332, 2.200], [1.016, 0.418, 2.531], [-5.719, -3.109, -0.181], [2.413, 0.494, 2.575], [-1.186, -4.192, -1.846], [-1.411, -1.632, 3.532], [2.834, -0.814, 2.078], [0.055, 2.217, -0.917], [-0.990, -1.658, -0.585], [-3.873, -1.503, 0.150], [-0.715, -1.827, 1.232], [-2.157, 3.531, -1.328], [0.613, 3.353, -0.310], [-2.098, -1.242, 4.274], [-4.648, 3.950, 0.926], [-2.268, 1.190, -2.352], [-2.179, -3.962, -1.471], [-2.867, 1.464, 2.368], [2.732, 1.383, 1.450], [-5.525, 4.562, 1.098], [1.516, 2.500, -3.969], [-3.216, -4.870, -1.644], [-2.756, 3.363, -0.441], [-3.688, -2.446, -0.357], [1.667, -0.195, 0.236], [2.904, -0.468, -2.687], [-4.286, 2.979, 1.851], [-4.725, -3.348, -0.540], [4.420, 1.657, -0.902], [8.257, -0.076, -0.108], [0.395, 1.914, -2.233], [2.985, 0.852, 3.718]]}